Record 1
155
Properties=species:S:1:pos:R:3 method="wB97M-V/def2-TZVPD" mol_weight_da=977.16 total_charge=0 orbital_gap_ev="7.7703 / 7.5491" s_squared=8.755 spin_multiplicity=6 e_tot_ev=-116244.4867 homo_energy_ev="-7.872 / -7.943"
Mn -49.361 18.102 14.388
C -48.702 22.232 15.313
C -47.754 21.113 15.053
C -46.873 20.901 16.326
O -48.286 19.964 14.472
H -49.514 22.141 16.035
H -49.156 22.308 14.324
H -48.284 23.217 15.521
H -47.006 21.486 14.353
H -47.449 20.755 17.240
H -46.370 21.831 16.592
H -46.041 20.215 16.169
C -48.330 17.766 18.278
C -48.049 16.638 17.245
C -48.703 15.339 17.863
O -48.355 17.015 15.915
H -49.348 17.776 18.669
H -48.105 18.777 17.938
H -47.688 17.643 19.151
H -46.963 16.579 17.312
H -48.422 15.214 18.909
H -48.618 14.507 17.165
H -49.791 15.387 17.815
C -45.884 13.056 20.400
O -46.890 12.850 19.729
N -45.013 13.995 20.143
C -43.845 14.252 20.909
C -45.023 14.784 18.939
H -45.470 12.436 21.210
H -42.936 14.098 20.328
H -43.796 13.551 21.743
H -43.720 15.254 21.319
H -45.874 14.527 18.309
H -45.164 15.839 19.175
H -44.104 14.621 18.376
C -45.727 13.495 14.927
O -44.709 12.989 15.418
N -46.799 12.838 14.477
C -48.054 13.565 14.028
C -46.841 11.428 14.155
H -45.990 14.557 15.049
H -48.880 13.168 14.619
H -48.353 13.524 12.980
H -48.054 14.625 14.283
H -47.624 11.243 13.420
H -45.878 11.014 13.855
H -47.056 10.864 15.063
C -43.162 16.180 13.626
O -42.618 16.329 12.509
N -43.827 17.125 14.332
C -44.376 16.904 15.615
C -44.071 18.499 13.914
H -43.031 15.250 14.200
H -43.977 17.635 16.318
H -44.224 15.885 15.973
H -45.451 17.076 15.659
H -43.509 19.220 14.507
H -43.772 18.651 12.877
H -45.141 18.651 14.060
C -51.931 16.386 21.026
O -52.415 17.448 20.694
N -51.987 15.875 22.274
C -51.328 14.553 22.468
C -52.550 16.413 23.450
H -51.340 15.871 20.252
H -50.284 14.721 22.731
H -51.356 13.864 21.624
H -51.851 14.037 23.274
H -53.318 15.751 23.850
H -51.780 16.492 24.217
H -52.917 17.432 23.327
C -47.042 16.478 12.602
O -47.972 17.096 13.157
N -46.344 17.174 11.650
C -45.354 16.564 10.743
C -46.503 18.622 11.442
H -46.627 15.485 12.836
H -45.839 16.484 9.770
H -45.047 15.568 11.061
H -44.381 17.050 10.669
H -45.599 19.157 11.152
H -47.159 18.585 10.572
H -46.960 19.125 12.295
C -54.307 14.369 16.213
O -55.263 14.186 15.453
N -53.617 15.501 16.454
C -52.558 15.543 17.426
C -53.717 16.655 15.624
H -54.039 13.636 16.990
H -52.508 16.429 18.059
H -51.647 15.573 16.827
H -52.635 14.601 17.968
H -53.582 17.602 16.146
H -53.081 16.653 14.739
H -54.746 16.724 15.273
C -48.723 16.576 24.153
O -48.927 15.692 24.928
N -48.035 16.320 22.997
C -47.822 17.427 22.053
C -47.437 15.160 22.551
H -49.113 17.593 24.317
H -48.128 18.347 22.551
H -48.347 17.453 21.098
H -46.761 17.470 21.803
H -47.482 14.396 23.326
H -48.061 14.760 21.751
H -46.419 15.232 22.167
C -44.535 19.167 20.868
O -45.510 19.761 21.160
N -44.226 18.731 19.658
C -42.972 17.992 19.366
C -45.066 19.062 18.535
H -43.730 19.119 21.618
H -42.224 17.956 20.158
H -42.457 18.326 18.465
H -43.188 16.943 19.163
H -44.438 19.749 17.968
H -45.469 18.164 18.068
H -45.990 19.600 18.748
C -48.696 10.456 17.755
O -48.391 9.317 17.294
N -49.932 10.910 18.108
C -50.049 12.270 18.531
C -51.181 10.079 17.797
H -47.909 11.215 17.882
H -50.749 12.723 17.829
H -49.137 12.864 18.471
H -50.372 12.214 19.571
H -51.734 10.405 16.916
H -50.936 9.021 17.697
H -51.853 10.072 18.655
C -51.722 19.782 15.435
O -51.017 18.789 15.237
N -52.144 20.302 16.614
C -53.150 21.364 16.631
C -51.543 19.984 17.915
H -52.218 20.274 14.584
H -54.013 20.765 16.921
H -53.453 21.739 15.654
H -52.956 22.065 17.443
H -50.570 19.539 17.708
H -51.163 20.849 18.458
H -52.049 19.251 18.544
C -47.038 22.637 20.453
O -46.724 23.749 20.865
N -48.315 22.256 20.256
C -48.600 20.979 19.647
C -49.425 23.198 20.340
H -46.322 21.817 20.288
H -47.800 20.315 19.977
H -48.629 20.998 18.557
H -49.522 20.486 19.954
H -49.243 24.202 20.723
H -49.768 23.414 19.328
H -50.290 22.767 20.844


Record 2
155
Properties=species:S:1:pos:R:3 method="wB97M-V/def2-TZVPD" mol_weight_da=1117.30 total_charge=0 orbital_gap_ev="6.6724 / 5.6724" s_squared=2.008 spin_multiplicity=3 e_tot_ev=-88160.3148 homo_energy_ev="-6.960 / -6.960"
Pt 6.355 0.187 -0.871
C 7.569 1.537 6.109
C 6.778 2.224 4.991
C 6.562 3.671 5.228
O 7.310 1.925 3.740
H 7.372 0.469 6.010
H 7.077 1.689 7.070
H 8.621 1.813 6.191
H 5.811 1.721 5.000
H 6.013 4.113 4.397
H 7.524 4.168 5.355
H 6.022 3.805 6.165
C -0.202 1.081 1.318
C 0.090 0.858 -0.128
C -0.304 2.128 -0.852
O 1.406 0.380 -0.409
H 0.422 1.878 1.724
H 0.023 0.183 1.893
H -1.241 1.380 1.456
H -0.618 0.088 -0.434
H -0.299 1.933 -1.924
H 0.256 2.995 -0.501
H -1.356 2.398 -0.761
C -7.686 3.047 0.226
O -8.157 3.457 -0.832
N -8.295 2.032 1.008
C -7.674 1.447 2.173
C -9.515 1.422 0.544
H -6.814 3.474 0.744
H -7.085 2.233 2.645
H -7.021 0.607 1.938
H -8.384 1.235 2.973
H -10.017 1.925 -0.283
H -9.398 0.367 0.298
H -10.338 1.351 1.255
C 0.898 -6.366 -4.278
O 0.376 -6.095 -5.374
N 1.489 -7.521 -4.079
C 1.735 -8.538 -5.024
C 1.971 -7.753 -2.687
H 0.817 -5.687 -3.415
H 1.151 -9.426 -4.782
H 2.807 -8.729 -4.970
H 1.478 -8.169 -6.017
H 2.165 -6.928 -2.002
H 1.375 -8.511 -2.179
H 2.965 -8.191 -2.778
C 6.587 -5.326 2.776
O 6.459 -4.481 1.860
N 5.801 -5.472 3.896
C 5.981 -6.615 4.791
C 4.650 -4.631 4.198
H 7.357 -6.109 2.837
H 7.017 -6.953 4.772
H 5.516 -7.526 4.415
H 5.765 -6.404 5.838
H 4.695 -4.392 5.261
H 4.676 -3.800 3.494
H 3.652 -5.064 4.123
C -2.837 8.076 -4.919
O -1.727 7.608 -5.136
N -3.139 8.745 -3.825
C -2.288 9.047 -2.655
C -4.597 9.110 -3.683
H -3.750 7.960 -5.522
H -1.371 8.460 -2.695
H -2.796 8.761 -1.735
H -2.020 10.101 -2.581
H -5.222 8.562 -4.389
H -4.908 8.748 -2.703
H -4.619 10.182 -3.876
C 5.942 -3.347 -6.439
O 6.203 -2.853 -5.309
N 6.442 -4.527 -6.750
C 6.163 -5.159 -8.027
C 7.219 -5.402 -5.844
H 5.300 -2.930 -7.230
H 7.126 -5.272 -8.526
H 5.421 -4.575 -8.572
H 5.807 -6.180 -7.893
H 8.223 -5.376 -6.269
H 7.145 -5.157 -4.784
H 6.869 -6.434 -5.817
C 5.219 4.198 -5.506
O 5.812 3.851 -4.500
N 5.848 4.558 -6.641
C 7.259 4.681 -6.756
C 5.112 4.842 -7.847
H 4.120 4.187 -5.570
H 7.397 5.747 -6.932
H 7.663 4.088 -7.577
H 7.700 4.307 -5.832
H 5.391 5.885 -7.997
H 5.375 4.262 -8.732
H 4.028 4.846 -7.735
C -5.254 -7.442 5.570
O -5.699 -8.559 5.214
N -3.931 -7.088 5.554
C -2.885 -7.961 5.168
C -3.509 -5.785 6.000
H -5.883 -6.616 5.937
H -3.301 -8.915 4.844
H -2.357 -8.114 6.109
H -2.242 -7.479 4.431
H -2.822 -5.903 6.838
H -2.905 -5.232 5.280
H -4.261 -5.112 6.413
C -7.602 -5.125 -1.566
O -8.044 -5.137 -0.443
N -6.315 -5.286 -1.826
C -5.875 -5.276 -3.273
C -5.290 -5.648 -0.911
H -8.197 -5.028 -2.487
H -6.687 -5.262 -4.000
H -5.278 -6.174 -3.434
H -5.216 -4.433 -3.483
H -5.196 -6.726 -0.778
H -4.395 -5.229 -1.372
H -5.472 -5.017 -0.041
C -2.838 2.344 8.518
O -4.071 2.194 8.810
N -1.830 1.635 8.939
C -0.400 1.848 8.503
C -1.984 0.447 9.783
H -2.427 3.164 7.907
H -0.085 2.686 7.881
H 0.016 0.948 8.051
H 0.269 1.958 9.357
H -3.010 0.159 10.013
H -1.494 -0.467 9.447
H -1.474 0.604 10.734
C 0.357 8.489 4.657
O -0.783 8.155 4.469
N 0.643 9.502 5.504
C -0.398 10.241 6.182
C 2.034 9.974 5.615
H 1.180 8.157 4.005
H -1.260 9.616 6.414
H -0.773 11.062 5.571
H -0.048 10.600 7.150
H 2.233 10.778 4.908
H 2.263 10.339 6.616
H 2.895 9.328 5.442
C -4.682 -0.553 -8.157
O -5.894 -0.639 -8.280
N -4.114 0.213 -7.206
C -2.608 0.377 -7.143
C -4.925 0.980 -6.294
H -3.983 -1.031 -8.861
H -2.096 0.002 -6.256
H -2.376 1.440 -7.217
H -2.170 -0.035 -8.052
H -6.007 0.903 -6.396
H -4.586 0.971 -5.258
H -4.655 2.028 -6.420


Record 3
156
Properties=species:S:1:pos:R:3 method="wB97M-V/def2-TZVPD" mol_weight_da=950.23 total_charge=-1 orbital_gap_ev="1.5087 / 8.7267" s_squared=0.750 spin_multiplicity=2 e_tot_ev=-87903.6642 homo_energy_ev="0.335 / -6.893"
C 7.829 -4.240 -8.403
O 8.392 -3.479 -7.594
N 8.159 -5.551 -8.672
C 9.191 -6.237 -7.891
C 7.523 -6.215 -9.749
H 6.924 -4.034 -8.995
H 10.097 -6.318 -8.491
H 8.936 -7.203 -7.454
H 9.419 -5.542 -7.084
H 7.707 -7.277 -9.592
H 6.437 -6.141 -9.704
H 7.813 -5.797 -10.713
C 8.866 -0.982 -18.395
O 9.506 -1.931 -18.827
N 9.252 0.321 -18.221
C 10.642 0.632 -18.491
C 8.381 1.319 -17.641
H 7.834 -1.145 -18.047
H 10.528 1.334 -19.317
H 11.301 -0.177 -18.805
H 11.153 1.230 -17.737
H 7.310 1.184 -17.791
H 8.619 1.459 -16.587
H 8.485 2.311 -18.082
C 5.084 -2.080 -19.562
O 6.288 -2.192 -19.447
N 4.402 -2.038 -18.368
C 4.955 -1.901 -17.032
C 2.957 -2.037 -18.437
H 4.444 -2.080 -20.457
H 4.834 -0.920 -16.573
H 5.994 -2.218 -16.939
H 4.404 -2.572 -16.374
H 2.490 -1.124 -18.068
H 2.623 -2.074 -19.474
H 2.471 -2.848 -17.895
C 7.751 -1.163 -14.141
O 7.467 -0.469 -15.127
N 6.915 -1.528 -13.117
C 7.449 -2.233 -11.915
C 5.480 -1.087 -13.085
H 8.726 -1.660 -14.021
H 7.387 -1.473 -11.136
H 8.493 -2.520 -12.035
H 6.852 -3.089 -11.599
H 4.810 -1.818 -12.633
H 5.329 -0.262 -12.389
H 5.130 -0.940 -14.107
C 11.444 0.777 -10.799
O 11.184 0.482 -11.979
N 10.600 0.981 -9.845
C 11.049 1.175 -8.416
C 9.176 0.776 -9.995
H 12.452 1.052 -10.452
H 11.074 0.263 -7.820
H 10.410 1.964 -8.020
H 12.018 1.658 -8.291
H 8.991 -0.134 -9.424
H 8.572 1.644 -9.731
H 8.790 0.392 -10.939
C 3.899 -5.289 -9.682
O 4.735 -4.507 -10.191
N 2.657 -5.451 -10.188
C 1.765 -6.558 -9.699
C 2.242 -4.727 -11.483
H 4.167 -5.895 -8.803
H 2.016 -7.527 -10.129
H 0.699 -6.383 -9.844
H 1.973 -6.571 -8.629
H 1.466 -3.993 -11.266
H 3.026 -4.260 -12.079
H 1.688 -5.465 -12.062
C 6.627 4.279 -17.675
O 6.228 4.577 -18.835
N 5.891 3.568 -16.718
C 6.389 3.190 -15.342
C 4.547 3.166 -17.038
H 7.542 4.663 -17.199
H 6.206 2.117 -15.285
H 5.723 3.621 -14.594
H 7.362 3.633 -15.132
H 4.608 2.183 -17.506
H 3.909 2.997 -16.170
H 4.035 3.902 -17.659
C 0.487 -1.920 -9.031
O -0.655 -1.649 -8.714
N 1.048 -1.245 -10.000
C 2.538 -1.403 -10.137
C 0.395 -0.335 -10.841
H 1.115 -2.717 -8.602
H 2.894 -2.140 -9.417
H 2.995 -0.449 -9.874
H 2.641 -1.656 -11.192
H 0.924 0.616 -10.762
H 0.345 -0.714 -11.861
H -0.645 -0.163 -10.564
C 2.807 2.470 -11.372
O 3.674 1.647 -11.093
N 2.128 3.106 -10.475
C 1.309 4.214 -10.926
C 2.052 2.715 -9.065
H 2.629 2.752 -12.421
H 0.292 3.936 -10.649
H 1.395 4.499 -11.975
H 1.564 5.162 -10.452
H 2.677 1.860 -8.808
H 2.280 3.526 -8.372
H 1.017 2.548 -8.769
C 8.808 -5.463 -14.264
O 7.797 -5.829 -13.541
N 8.634 -4.717 -15.379
C 9.791 -4.383 -16.162
C 7.392 -4.318 -16.021
H 9.849 -5.675 -13.975
H 9.867 -4.977 -17.072
H 10.683 -4.568 -15.563
H 9.986 -3.362 -16.490
H 6.538 -4.604 -15.408
H 7.278 -3.236 -15.964
H 7.361 -4.680 -17.049
C 1.985 0.484 -15.005
O 2.296 -0.386 -14.159
N 1.163 0.303 -15.987
C 0.831 1.324 -17.010
C 0.303 -0.879 -16.066
H 2.465 1.474 -14.979
H -0.250 1.338 -17.150
H 1.195 1.023 -17.992
H 1.240 2.314 -16.806
H 0.642 -1.765 -15.529
H -0.750 -0.796 -15.797
H 0.227 -1.135 -17.123
C 11.208 -3.221 -11.648
O 11.467 -3.873 -12.664
N 11.599 -3.652 -10.443
C 11.449 -2.758 -9.283
C 12.380 -4.902 -10.128
H 10.797 -2.202 -11.576
H 12.440 -2.366 -9.056
H 11.115 -3.366 -8.443
H 10.737 -1.974 -9.544
H 13.462 -4.767 -10.151
H 12.174 -5.074 -9.072
H 12.117 -5.761 -10.744
C 8.457 3.040 -12.475
O 7.996 3.760 -11.582
N 9.471 3.398 -13.305
C 10.105 2.484 -14.259
C 10.208 4.661 -13.084
H 7.948 2.128 -12.825
H 9.453 1.677 -14.593
H 11.004 2.078 -13.796
H 10.353 2.985 -15.195
H 11.190 4.235 -12.874
H 10.329 5.366 -13.906
H 9.875 5.204 -12.199